{"formula": "C27H23F5IrN4O3PSTe", "method": "ωB97M-V with the def2-TZVPD basis set", "symbols": ["Ir", "Te", "S", "P", "F", "F", "F", "F", "F", "O", "O", "O", "N", "N", "N", "N", "C", "C", "C", "C", "C", "C", "C", "C", "C", "C", "C", "C", "C", "C", "C", "C", "C", "C", "C", "C", "C", "C", "C", "C", "C", "C", "C", "H", "H", "H", "H", "H", "H", "H", "H", "H", "H", "H", "H", "H", "H", "H", "H", "H", "H", "H", "H", "H", "H", "H"], "xyz": [[-0.22790, 0.01771, 0.08067], [0.52290, 1.59519, 3.47889], [-1.57382, -1.83192, -0.70762], [-2.38186, 1.24541, -0.00954], [-0.43927, 3.18113, 3.34915], [1.48722, 2.45643, 4.80820], [1.79450, 2.29244, 2.30426], [-0.61693, 1.05734, 4.85066], [1.64084, 0.13498, 3.84788], [0.23709, 3.57731, -2.31392], [0.19033, 1.67960, -1.17662], [-0.41878, 0.72349, 2.20601], [2.09666, 0.20261, 0.27966], [0.64626, -1.84585, 1.07597], [-0.13995, -2.93288, 1.32993], [-2.02940, -4.02794, 0.69390], [-3.05782, 0.92829, -4.02911], [-4.44585, 0.13625, 3.32578], [-3.12620, 1.35486, -1.66044], [2.64990, -0.65345, 1.15204], [-2.52198, 5.03938, 1.53850], [3.96123, -0.50942, 1.57769], [4.15900, 1.37611, 0.13004], [-0.73307, 4.94044, -0.06025], [-4.22983, 1.64684, -4.19491], [-1.18264, -2.98064, 0.56081], [-5.66776, -0.69486, 1.43238], [-5.52171, -0.57060, 2.80619], [2.83506, 1.18524, -0.22862], [-1.47283, 5.65245, 0.87240], [-4.29878, 2.09218, -1.83643], [-3.67201, 0.61539, 1.09332], [-3.51938, 0.72012, 2.47745], [-2.81894, 3.70814, 1.28585], [-2.50481, 0.78192, -2.76326], [-4.85084, 2.23190, -3.09682], [-4.74649, -0.10764, 0.57749], [2.37848, -2.82525, 2.50731], [4.72312, 0.52661, 1.06342], [1.81832, -1.79612, 1.58374], [-1.00115, 3.60137, -0.30311], [-0.15265, 2.92501, -1.36797], [-2.04977, 2.97757, 0.38821], [-4.77483, 2.56200, -0.98339], [-4.65778, 1.76365, -5.18212], [5.74627, 0.66188, 1.38805], [-2.93369, -3.97080, 0.26197], [-1.91892, -4.61506, 1.50405], [-5.75949, 2.80512, -3.22668], [-3.11024, 5.59429, 2.25753], [-1.23615, 6.68972, 1.07008], [1.64152, -3.59630, 2.69943], [3.27402, -3.28007, 2.08039], [-4.31704, 0.22653, 4.39644], [2.33227, 1.83201, -0.93373], [4.71937, 2.18881, -0.30897], [0.06025, 5.41479, -0.62149], [-1.57336, 0.24399, -2.64504], [-6.50151, -1.24897, 1.02063], [-4.86347, -0.21828, -0.49273], [-2.56265, 0.48724, -4.88387], [4.37654, -1.19347, 2.30208], [-6.24210, -1.02815, 3.47202], [-2.66737, 1.24081, 2.89040], [-3.64843, 3.23740, 1.79587], [2.65530, -2.34470, 3.44780]], "forces_ev_per_angstrom": [[0.095, -0.097, 0.030], [-0.065, -0.098, 0.057], [-0.038, 0.020, 0.048], [-0.042, -0.002, 0.029], [-0.036, -0.004, -0.056], [0.044, 0.001, -0.006], [0.067, -0.002, 0.021], [-0.016, -0.036, -0.031], [0.034, 0.037, -0.018], [0.003, -0.047, 0.016], [-0.090, -0.114, -0.113], [-0.046, 0.075, -0.018], [0.041, 0.006, 0.012], [-0.059, -0.030, -0.004], [-0.022, 0.038, 0.004], [-0.019, 0.018, 0.004], [-0.002, -0.005, 0.005], [-0.006, -0.009, 0.006], [-0.010, 0.004, 0.007], [0.031, 0.014, -0.009], [0.018, -0.016, -0.013], [-0.009, 0.024, -0.023], [0.025, -0.004, 0.012], [-0.029, 0.059, 0.033], [-0.004, 0.004, 0.002], [0.053, -0.050, -0.026], [0.003, 0.007, -0.007], [0.001, -0.003, 0.000], [-0.056, -0.014, 0.019], [-0.004, -0.026, -0.003], [0.007, 0.003, -0.002], [0.002, 0.026, -0.003], [0.003, 0.009, -0.012], [0.009, 0.025, 0.007], [0.001, -0.007, -0.015], [0.001, 0.001, -0.003], [-0.008, 0.000, -0.004], [0.015, 0.029, 0.015], [0.000, 0.014, -0.010], [0.042, -0.038, 0.044], [-0.064, -0.057, -0.028], [0.039, 0.242, 0.114], [0.100, 0.021, -0.097], [-0.001, -0.002, 0.004], [0.000, 0.000, -0.001], [0.000, 0.003, -0.006], [-0.004, 0.000, 0.003], [0.007, 0.003, 0.004], [0.000, -0.001, -0.002], [-0.009, -0.006, -0.003], [0.000, -0.001, -0.004], [-0.008, 0.003, 0.000], [0.001, 0.002, -0.003], [0.002, 0.003, -0.001], [0.013, 0.002, 0.001], [-0.003, 0.004, 0.003], [0.004, -0.005, 0.002], [0.000, -0.003, 0.001], [-0.001, -0.002, 0.001], [-0.002, 0.001, 0.003], [-0.001, 0.000, 0.000], [-0.005, -0.008, -0.002], [-0.002, 0.001, -0.001], [-0.002, 0.004, 0.001], [-0.003, 0.000, 0.016], [0.005, -0.014, -0.001]], "mulliken_spin": [2.74, 0.03, 0.39, 0.28, 0.01, 0.00, 0.00, 0.01, 0.00, 0.02, 0.15, 0.06, 0.06, 0.10, 0.04, 0.02, 0.00, -0.01, -0.01, -0.01, -0.01, 0.01, 0.01, 0.00, 0.00, -0.04, -0.01, 0.02, -0.02, 0.01, 0.01, 0.02, 0.01, 0.02, 0.02, 0.00, 0.03, 0.00, 0.00, 0.00, 0.01, -0.01, 0.00, 0.00, 0.00, 0.00, 0.01, 0.00, 0.00, 0.00, 0.00, 0.00, 0.00, 0.00, 0.02, 0.00, 0.00, 0.00, 0.00, 0.00, 0.00, 0.00, 0.00, 0.01, 0.00, 0.00], "s_squared": 6.02, "homo_energy_ev": [-7.03, -8.71], "e_above_lowest_kj_mol": 212.76, "total_charge": 0, "multiplicity": 5}

---

{"formula": "C27H23IN4ORh", "method": "ωB97M-V with the def2-TZVPD basis set", "symbols": ["I", "Rh", "O", "N", "N", "N", "N", "C", "C", "C", "C", "C", "C", "C", "C", "C", "C", "C", "C", "C", "C", "C", "C", "C", "C", "C", "C", "C", "C", "C", "C", "C", "C", "C", "H", "H", "H", "H", "H", "H", "H", "H", "H", "H", "H", "H", "H", "H", "H", "H", "H", "H", "H", "H", "H", "H", "H"], "xyz": [[-3.13094, 0.06309, -1.37287], [-0.87120, -0.92569, -0.74772], [2.99774, 4.90886, -1.08559], [0.65755, 3.40023, -1.33248], [0.72222, -3.36164, -1.07631], [0.90894, -2.12510, -1.08169], [0.05510, 1.05249, -0.89290], [2.64619, -0.61385, -1.83360], [2.28233, -1.71659, -1.07328], [-0.60585, -3.74573, -0.89712], [-1.42141, -0.57186, 1.10204], [-4.99732, 1.30504, 2.36555], [2.31696, 4.48685, 0.08113], [3.21625, -2.40481, -0.31081], [-3.62234, 0.47960, 0.61247], [-2.84551, -3.22612, -0.29430], [-4.05898, 0.93260, 3.28417], [-0.72206, -0.70421, 3.41030], [-3.12430, -4.59298, -0.27097], [3.96957, -0.20492, -1.84487], [-1.58313, -2.76366, -0.63457], [0.83243, 4.33185, -0.20175], [1.44718, 3.75332, -2.52656], [4.53439, -1.97647, -0.31769], [0.34538, 2.15120, -1.10336], [-4.78427, 1.07701, 0.98695], [-2.15307, -5.53723, -0.57196], [-0.50021, -0.94911, 2.03539], [4.91274, -0.88279, -1.08356], [-2.62166, 0.06500, 1.51525], [-1.86778, -0.09526, 3.83145], [-2.84985, 0.30346, 2.89406], [-0.87141, -5.11144, -0.87379], [2.89865, 3.95258, -2.12151], [-5.53138, 1.37434, 0.26369], [-2.04428, 0.08614, 4.88390], [-3.63853, -2.53505, -0.03806], [2.73112, 3.53146, 0.43163], [0.02673, -1.01358, 4.12744], [-4.12268, -4.92132, -0.01070], [3.32751, 2.99602, -1.79042], [5.94514, -0.56010, -1.09010], [1.89901, -0.10609, -2.42783], [0.41550, -1.44673, 1.73047], [3.48186, 4.32679, -2.96112], [0.40601, 5.28858, -0.50610], [4.27127, 0.63747, -2.45357], [1.03585, 4.68265, -2.92266], [-5.91570, 1.77908, 2.68358], [-2.39002, -6.59148, -0.54752], [-4.22919, 1.11252, 4.33820], [1.33690, 2.97146, -3.27627], [0.28631, 3.95777, 0.66231], [-0.06926, -5.80995, -1.07076], [5.26890, -2.50188, 0.27754], [2.48726, 5.24332, 0.84479], [2.90938, -3.25515, 0.28203]], "forces_ev_per_angstrom": [[-0.404, 0.263, 0.000], [0.267, 0.180, -0.953], [0.005, 0.002, 0.005], [-0.067, 0.087, -0.048], [0.036, 0.084, -0.210], [-0.042, -0.105, 0.927], [-0.118, -0.087, -0.159], [0.014, -0.021, 0.026], [-0.088, 0.067, -0.200], [0.102, 0.005, 0.135], [0.342, -0.209, 0.356], [-0.004, 0.005, 0.015], [0.000, -0.029, 0.003], [0.023, 0.045, -0.012], [0.065, -0.030, 0.049], [0.023, 0.020, -0.053], [-0.003, 0.000, 0.000], [-0.002, 0.008, 0.015], [-0.012, -0.026, -0.003], [-0.001, -0.013, 0.013], [-0.126, -0.146, 0.024], [0.017, 0.004, -0.012], [0.027, 0.001, 0.028], [-0.004, -0.022, 0.017], [0.074, -0.070, 0.147], [0.000, -0.004, -0.023], [-0.008, 0.010, 0.004], [-0.030, 0.005, 0.026], [0.011, 0.010, -0.007], [-0.027, -0.015, -0.084], [-0.005, 0.001, -0.005], [0.004, -0.004, -0.008], [-0.036, 0.007, 0.018], [0.005, -0.025, -0.004], [0.005, 0.001, -0.004], [0.003, -0.001, 0.001], [-0.002, -0.013, 0.005], [-0.003, 0.006, 0.017], [-0.001, -0.001, 0.001], [0.002, 0.003, 0.007], [-0.006, -0.001, -0.004], [-0.002, 0.003, 0.006], [-0.008, 0.012, -0.011], [-0.010, 0.012, 0.006], [-0.002, 0.012, 0.001], [-0.010, 0.001, 0.024], [-0.001, -0.008, -0.015], [0.000, -0.007, -0.010], [0.001, 0.002, -0.002], [0.004, -0.001, -0.007], [-0.004, -0.002, -0.001], [0.005, -0.007, 0.003], [0.010, -0.020, 0.001], [0.006, 0.008, -0.012], [0.004, 0.003, -0.003], [-0.004, 0.016, -0.014], [-0.022, -0.015, -0.014]], "nbo_charge": [0.52, 0.53, -0.51, -0.46, -0.04, -0.27, -0.51, -0.24, 0.17, -0.06, 0.04, -0.20, -0.09, -0.23, -0.14, -0.29, -0.15, -0.18, -0.15, -0.20, -0.03, -0.23, -0.23, -0.19, 0.58, -0.24, -0.23, -0.28, -0.19, -0.10, -0.18, -0.07, -0.13, -0.09, 0.24, 0.23, 0.21, 0.17, 0.23, 0.23, 0.17, 0.23, 0.22, 0.22, 0.22, 0.22, 0.22, 0.22, 0.23, 0.23, 0.23, 0.22, 0.23, 0.24, 0.23, 0.22, 0.24], "homo_energy_ev": -10.85, "e_above_lowest_kj_mol": 0.00, "total_charge": 1}